No. 1
A molecular structure, C35H51BrCuN3OSb2Si2Te. Source: OMol25; level of theory: ωB97M-V/def2-TZVPD.

```
97
C35H51BrCuN3OSb2Si2Te, DFT ωB97M-V/def2-TZVPD
C 1.70 -3.65 -0.67
C -4.31 -4.15 -4.68
C 2.98 5.68 -0.12
Cu 0.15 -0.15 -1.92
H 2.64 -3.12 -0.76
H 2.88 1.54 1.11
Si -2.25 -1.59 3.53
H 4.89 -1.47 3.51
C 2.14 4.59 1.85
C 1.35 4.48 -2.19
N 4.34 4.93 -1.86
H 1.15 -4.72 -3.61
H 1.26 1.79 3.64
H 1.59 0.78 5.05
C -1.31 -4.21 -1.60
C -3.34 -3.14 -2.69
H 2.21 3.80 2.59
C 2.69 0.98 -1.80
C -2.40 -5.15 -3.64
C 0.02 4.18 -2.31
Sb 0.26 -2.77 -1.98
H 0.16 -3.59 -4.55
H -3.99 -2.93 2.39
H 0.26 7.31 1.09
H -5.05 -2.39 -3.73
H 3.86 3.93 0.76
C -3.41 -2.05 2.13
C 0.93 -3.67 -3.79
H -2.68 -2.20 -0.87
C -1.13 -0.18 2.99
Si 2.96 0.06 3.10
H -0.82 -5.18 -1.60
H -0.57 -2.87 4.85
H -2.85 -2.27 1.22
C -3.34 -5.15 -4.65
H -4.37 -1.92 -1.25
C 3.65 0.92 1.59
N 3.96 5.87 -1.15
N 0.47 1.86 -2.04
H -0.71 4.95 -2.49
C 2.29 3.45 -1.96
H 1.40 -1.91 3.32
C 1.05 6.57 1.01
H 4.75 0.43 -1.85
C -4.81 0.42 -3.22
C -3.24 -1.03 5.01
C 1.80 2.13 -1.91
C 3.07 4.67 0.83
H 1.83 -3.16 -4.14
Sb -2.85 -0.08 -2.48
C -3.16 0.84 -0.56
H 1.83 -4.69 -0.95
H 2.36 -1.99 1.86
H 3.97 -1.21 4.99
H -3.82 -0.14 4.79
H -0.58 -3.40 3.16
H -5.57 0.02 -2.55
C 4.06 1.26 -1.86
H 1.69 5.50 -2.31
C 1.13 5.53 1.92
H -1.42 2.57 -2.32
H -5.06 -4.15 -5.45
H -3.34 -5.93 -5.39
H -2.44 0.43 0.15
C 2.05 1.27 4.19
H 1.97 7.47 -0.71
Te 0.16 -0.63 1.33
H -1.85 -3.92 4.27
C -2.38 -4.16 -2.65
C 3.69 3.66 -1.88
H 1.34 -3.58 0.35
H 2.74 2.02 4.58
H -4.10 -1.23 1.91
H 4.49 1.56 1.84
H 5.59 2.76 -1.96
H -3.04 1.92 -0.60
H -1.70 0.70 2.71
Br -0.16 5.41 3.31
C -0.38 2.84 -2.21
C 1.82 -1.31 2.51
C -4.30 -3.17 -3.71
H -3.94 -1.81 5.33
H 5.07 0.04 4.40
H -4.96 0.03 -4.22
H -2.60 -0.81 5.86
C -1.21 -3.08 3.99
H -1.65 -5.93 -3.60
H -4.17 0.61 -0.21
H -4.90 1.51 -3.25
C 4.53 2.57 -1.92
H -1.70 -4.02 -0.60
H -0.46 0.13 3.80
H 3.99 0.20 0.84
O 2.21 -0.21 -1.69
C -3.37 -2.03 -1.69
C 4.35 -0.72 4.09
C 1.99 6.66 0.00
```

Results
LUMO: 0.02 eV
electronic energy: -7145.78422 a.u.
HOMO level: -6.98 eV
HOMO-LUMO gap: 7.00 eV
molar mass: 1100.56 u

No. 2
A single C5H11N molecule. Source: OMol25; level of theory: ωB97M-V/def2-TZVPD.

```
17
C5H11N, DFT ωB97M-V/def2-TZVPD
H -0.68 -3.05 1.40
C 1.18 0.78 0.27
H 0.17 -1.68 2.15
H 2.08 0.19 0.40
N 0.56 0.73 -1.04
H -1.00 0.66 0.47
H -1.08 -1.65 -0.67
H 0.32 2.11 -2.61
H -1.56 -1.57 1.80
H 1.18 1.74 0.79
C 0.00 1.97 -1.57
H -1.09 1.94 -1.57
C -0.29 -1.38 0.04
H 0.64 -1.82 -0.34
C -0.61 -1.96 1.42
C -0.13 0.12 0.07
H 0.31 2.86 -1.01
```

Results
LUMO: 1.22 eV
electronic energy: -251.81554 a.u.
HOMO level: -8.98 eV
HOMO-LUMO gap: 10.20 eV
molar mass: 85.15 u

No. 3
2 unconnected molecules or ions with the total composition CH3F3P2 in a non-equilibrium geometry. Source: OMol25; level of theory: ωB97M-V/def2-TZVPD.

```
9
CH3F3P2, DFT ωB97M-V/def2-TZVPD
F 2.50 0.10 0.33
H -1.58 0.91 0.00
P 1.77 -2.43 0.86
P -0.47 1.43 0.96
F 2.05 -0.27 2.48
F 0.31 -2.74 1.52
H -1.02 0.88 2.11
H 1.31 -2.45 -0.45
C 1.67 -0.55 1.17
```

Results
LUMO (alpha / beta): -1.18 / -1.24 eV
electronic energy: -1022.07935 a.u.
HOMO level (alpha / beta): -8.93 / -9.08 eV
HOMO-LUMO gap (alpha / beta): 7.75 / 7.84 eV
molar mass: 133.98 u

No. 4
A single C5H6O2 molecule in a non-equilibrium geometry. Source: OMol25; level of theory: ωB97M-V/def2-TZVPD.

```
13
C5H6O2, DFT ωB97M-V/def2-TZVPD
H -1.02 -1.66 -0.86
O 1.81 -1.84 0.31
C -0.97 -1.06 0.05
H -1.36 3.11 0.97
C -0.50 1.45 0.22
C -1.55 2.38 0.14
H 2.79 -0.92 -1.22
H 0.44 1.70 0.72
C -0.17 0.17 -0.21
O 1.10 0.05 -0.75
C 1.94 -0.99 -0.52
H -1.96 -0.71 0.35
H -0.53 -1.67 0.85
```

Results
LUMO (alpha / beta): -1.07 / -0.90 eV
electronic energy: -344.41720 a.u.
HOMO level (alpha / beta): -8.01 / -8.54 eV
HOMO-LUMO gap (alpha / beta): 6.94 / 7.64 eV
molar mass: 98.10 u

The highest electronic energy belongs to which entry?
C5H11N